Entry 1:
The following is a quantum chemistry calculation of a cluster of 10 separate species, C5H31N2O10 in total at a distorted geometry, from OMol25.

Geometry as XYZ:
```
48
Properties=species:S:1:pos:R:3:forces:R:3:mulliken_charge:R:1
N 1.583 -2.478 -0.447 -0.8615 0.0978 -0.1758 -0.641
C 0.799 -2.879 -1.656 0.2750 -0.4726 1.3897 -0.468
C -0.681 -2.518 -1.425 -0.0138 1.3803 0.3388 -0.535
N -1.108 -1.379 -2.255 1.5535 -0.9757 1.0034 -0.251
C -3.126 -0.347 -1.368 1.0542 -0.5163 0.0800 -1.594
C -1.614 -0.167 -1.609 -0.7081 -0.4468 -1.5197 1.604
C -1.379 1.022 -2.552 0.7532 0.7010 0.2328 -1.139
O -1.325 2.236 -1.832 -0.1348 0.6475 0.0827 -0.597
H 1.605 -1.457 -0.530 0.4470 -0.1883 0.4488 0.234
H 2.527 -2.841 -0.482 0.0721 0.1837 -0.2004 0.215
H 0.857 -3.963 -1.772 0.3754 0.0211 -0.2100 0.325
H 1.270 -2.331 -2.463 -0.5871 -0.2406 -0.8839 0.312
H -0.739 -2.212 -0.366 -0.0434 -0.0818 -0.3063 0.092
H -1.393 -3.347 -1.508 0.3625 -0.2275 -0.2210 0.473
H -1.420 -1.757 -3.134 -0.6815 0.9902 -0.1184 0.253
H -3.480 -0.784 -2.304 -0.4951 0.4904 0.0117 0.391
H -3.274 -1.126 -0.626 -0.1384 -0.0091 0.3545 0.277
H -3.600 0.572 -1.068 -0.4285 0.2964 -0.0345 0.416
H -1.031 0.045 -0.691 -0.2140 -0.3836 -0.4535 -0.328
H -2.124 1.172 -3.339 -0.6778 -0.2406 0.4153 0.336
H -0.505 0.848 -3.207 0.3686 -0.0283 0.6412 0.341
H -0.640 2.327 -1.093 -0.2086 -0.8091 -0.9678 0.409
H -0.395 2.110 0.683 0.3675 0.3056 0.2115 0.084
O 0.447 2.211 0.221 -1.0802 0.0443 -0.6967 -1.098
H 3.246 0.573 2.186 0.1514 -0.3010 0.2093 0.279
H 3.032 1.894 2.730 -0.4272 0.2035 0.2475 0.364
O 3.007 0.969 3.034 0.8324 0.2456 -0.4595 -0.676
H 3.368 2.071 -0.628 -0.1836 0.0881 0.3964 0.269
H 4.220 0.895 -0.114 -0.2483 0.2366 -0.1200 0.295
O 4.154 1.559 -0.808 1.3413 -0.1702 -0.1702 -0.623
H 0.771 0.900 1.324 0.3565 -0.2626 0.0133 0.417
H 1.473 -0.168 2.266 0.0616 0.4057 0.1998 0.225
O 0.630 0.176 1.975 -0.4982 0.1965 -0.7419 -0.381
H -3.265 -2.371 1.916 0.1790 0.1879 0.0731 0.288
H -2.225 -2.731 3.011 -0.2310 0.2770 -0.6883 0.419
O -2.926 -3.102 2.434 -0.2419 -0.6589 0.3876 -0.655
H -0.953 2.535 3.414 0.0023 0.0014 -0.2749 0.325
H -2.321 2.801 2.708 0.2768 0.1436 -0.0707 0.301
O -1.882 2.284 3.388 -0.2523 -0.2328 0.2518 -0.640
H 1.672 2.693 0.615 0.5109 0.3378 1.8011 0.260
H 2.276 4.029 0.972 0.4468 0.1645 0.3494 0.252
O 2.506 3.115 1.173 -0.7107 -0.0523 -1.1943 -0.734
H 1.145 0.498 -2.192 0.1138 -0.1799 0.0611 0.188
H 1.343 1.555 -1.113 0.1966 -1.4774 -0.0109 0.424
O 1.759 0.716 -1.478 -0.8170 0.7658 -0.3752 -0.603
H -1.211 -0.650 2.605 0.3779 0.2812 0.0973 0.311
H -0.193 -1.747 2.399 -0.0989 0.2695 0.0281 0.325
O -0.882 -1.456 3.011 -0.4944 -1.0079 0.5674 -0.739
```
Forces are in eV/Å.

The total charge is -1. For the HOMO energy, the calculation gives -5.8 eV. The calculation puts the HOMO-LUMO gap at 8.7 eV. The calculation puts the energy relative to the best compared isomer or geometry (same formula, charge and spin) at 176.78 kJ/mol. The value obtained for the largest force on an atom is 0.0407 hartree/bohr.

Entry 2:
The following is a quantum chemistry calculation of a cluster of 10 separate species, C5H31NO10S in total, from OMol25.

Geometry as XYZ:
```
48
Properties=species:S:1:pos:R:3:forces:R:3:mulliken_charge:R:1
C -1.346 2.027 2.370 -0.1152 -0.2224 -0.3237 -1.646
C -0.866 0.869 1.491 -0.0920 0.5854 -0.0303 1.407
N 0.244 0.182 2.155 0.0443 -0.2324 -0.0702 -0.463
C 1.068 -0.721 1.324 -0.0346 0.5308 -0.0803 -0.146
C 1.846 0.146 0.303 0.1172 -0.3098 0.3800 -0.187
O 2.243 -0.558 -0.864 -0.0100 0.3436 -0.3951 -0.574
C 0.273 -1.831 0.648 -0.2672 -0.2212 -0.1665 0.694
S 1.264 -3.365 0.547 -0.0008 0.1393 -0.1005 -0.252
H -1.816 1.646 3.277 0.0191 -0.0119 0.0901 0.394
H -0.514 2.662 2.671 -0.0460 0.0911 -0.0377 0.345
H -2.101 2.610 1.833 0.1226 0.0371 0.0977 0.396
H -1.733 0.251 1.246 0.1100 -0.3490 0.1108 -0.180
H -0.535 1.246 0.527 0.0423 0.1584 -0.0203 -0.616
H -0.184 -0.371 2.891 0.2869 -0.0106 0.0858 0.326
H 1.796 -1.177 2.001 -0.0539 0.0372 0.0651 0.455
H 2.707 0.606 0.805 -0.1547 -0.0265 -0.1201 0.421
H 1.203 0.933 -0.081 0.0166 0.0798 0.0559 -0.036
H 2.863 -1.262 -0.674 0.1629 -0.2595 0.3050 0.298
H -0.631 -2.040 1.212 0.0652 -0.0521 0.1437 0.069
H -0.072 -1.539 -0.339 0.0982 -0.0493 -0.0853 -0.719
H 0.877 -3.764 -0.674 -0.0378 0.0566 0.0478 0.178
O -2.029 1.903 -2.117 0.4490 0.1529 0.1617 -0.657
H -1.399 2.530 -1.675 -0.0314 -0.1890 -0.0129 0.415
H -2.744 2.451 -2.426 -0.4623 0.1910 -0.1978 0.258
O 2.220 2.255 3.171 -0.5610 -0.6375 -0.1643 -0.686
H 2.111 2.871 2.444 0.1478 0.2770 -0.0895 0.308
H 1.556 1.556 2.950 0.3702 0.2842 0.1992 0.321
O 0.010 1.162 -4.124 -0.0521 0.2400 -0.1970 -0.848
H 0.222 0.233 -3.877 -0.3329 0.1226 0.1386 0.464
H -0.790 1.416 -3.631 0.1588 -0.3465 -0.0735 0.403
O -0.141 3.515 -1.116 0.5483 -0.1134 0.2679 -0.794
H 0.647 3.215 -1.657 -0.2775 0.0547 0.4528 0.446
H 0.147 3.519 -0.185 -0.1536 0.0349 -0.6284 0.248
O 0.371 -1.247 -2.900 0.0215 0.1000 0.7936 -0.853
H 1.022 -1.025 -2.188 -0.5750 -0.2030 -0.6070 0.497
H -0.517 -1.204 -2.462 0.5592 -0.0841 -0.2134 0.421
O -1.547 -1.964 3.494 0.2865 -0.3758 -0.5074 -0.586
H -1.021 -2.781 3.478 -0.2507 0.3091 0.0319 0.313
H -1.819 -1.845 4.400 -0.1580 0.0040 0.4611 0.257
O 1.814 2.387 -2.630 0.0515 -0.0720 0.1293 -0.805
H 1.169 1.994 -3.277 0.1299 -0.0342 -0.0596 0.509
H 2.290 1.616 -2.291 -0.0412 0.1638 0.0096 0.284
O -3.136 -1.746 0.794 0.2190 -0.0220 0.6435 -0.602
H -4.091 -1.738 0.908 0.0646 -0.0323 0.1319 0.264
H -2.731 -1.724 1.688 -0.4448 -0.0698 -0.5338 0.256
O -2.054 -0.785 -1.594 -0.1303 0.1475 0.1613 -0.717
H -2.505 -1.033 -0.760 0.3181 0.1975 -0.4627 0.273
H -2.124 0.186 -1.721 -0.1269 -0.4141 0.2132 0.446
```
Forces are in eV/Å.

The total charge is 0. For the HOMO energy, the calculation gives -9.3 eV. The calculation puts the HOMO-LUMO gap at 9.1 eV. The calculation puts the energy relative to the best compared isomer or geometry (same formula, charge and spin) at 0.00 kJ/mol. The value obtained for the largest force on an atom is 0.0168 hartree/bohr.

Entry 3:
The following is a quantum chemistry calculation of a cluster of 11 separate species, C5H31NO11 in total at a distorted geometry, from OMol25.

Geometry as XYZ:
```
48
Properties=species:S:1:pos:R:3:forces:R:3:mulliken_charge:R:1
C -0.446 -0.248 -3.160 2.6842 -4.4173 -1.3574 -1.351
N -0.277 -0.762 -1.761 1.2411 1.1459 -2.9945 0.433
C -1.289 -0.942 -0.919 0.9449 -2.6602 3.8620 -0.115
O -0.970 -0.896 0.298 -1.0063 0.3669 -0.8437 -0.865
C -2.520 -1.820 -1.314 -0.4498 3.1014 -0.4504 1.012
C -2.086 -3.274 -1.091 1.3373 1.7648 -1.9539 -1.483
C -3.845 -1.453 -0.536 0.7208 0.6101 -3.3255 -1.367
H -0.749 -1.107 -3.863 -0.1849 1.2438 1.1542 0.323
H 0.529 0.023 -3.673 -0.8165 -0.0091 1.3368 0.269
H -1.077 0.543 -3.157 -1.9744 2.2621 -0.3190 0.682
H 0.674 -0.664 -1.375 -1.4428 -0.1991 -0.4787 0.016
H -2.662 -1.388 -2.323 -0.3432 -1.4272 -0.2430 0.473
H -2.941 -3.804 -0.807 -0.9282 -1.1792 0.6044 0.486
H -1.644 -3.650 -2.016 -0.1933 -0.3353 0.0986 0.275
H -1.280 -3.207 -0.383 -0.0588 -0.6533 0.7321 0.318
H -3.770 -1.905 0.417 -0.7937 -0.6864 0.9218 0.447
H -4.720 -1.665 -1.295 1.4321 -0.1165 2.1613 0.320
H -3.798 -0.373 -0.448 -0.5259 -0.0903 0.2743 0.376
O 1.113 2.754 4.011 1.3843 -2.7953 0.6344 -0.616
H 0.620 3.429 3.665 -1.8092 3.3244 -0.9903 0.285
H 0.685 2.027 3.527 0.2532 -0.3908 0.4285 0.294
O 2.420 2.313 1.087 0.7378 -3.1138 5.0802 -0.495
H 2.693 2.620 2.003 -0.5721 -1.7865 -0.5752 0.274
H 2.456 3.133 0.779 -0.2559 5.5025 -3.5128 0.274
O 2.427 -0.106 0.090 4.2597 1.0518 -3.3277 -0.645
H 1.634 -0.166 -0.328 -3.6557 -0.3584 -0.5905 0.016
H 2.430 -0.273 0.962 -0.7894 -0.8252 4.4491 0.163
O 3.537 -0.679 -2.237 0.3748 -1.3486 -0.5341 -0.667
H 3.801 -1.658 -2.103 -0.7625 2.9454 0.5329 0.301
H 3.386 -0.122 -1.434 0.5911 -1.8068 -0.4272 0.343
O 0.045 0.291 2.505 -0.7731 -1.1026 -1.7680 -0.657
H 0.940 0.595 2.293 -0.2875 -0.2820 0.0576 0.458
H -0.294 -0.221 1.666 0.7111 1.4895 1.8282 0.416
O -0.603 2.167 -1.690 0.9281 1.3183 1.4623 -0.598
H -0.655 3.003 -1.023 1.1066 -3.3245 -2.5121 0.301
H 0.324 1.743 -1.852 -2.0459 2.3232 1.0813 0.332
O 2.644 0.626 3.156 -2.3701 0.1116 -4.1011 -0.404
H 2.935 0.749 3.981 1.5836 0.7931 5.1194 0.207
H 3.262 0.084 2.727 1.5102 -1.1197 -0.6568 0.199
O -0.516 -2.621 4.113 0.2339 2.1456 0.0193 -0.664
H -0.838 -2.805 3.238 -0.3019 -0.6471 -0.6577 0.307
H -0.437 -1.627 4.007 0.1387 -1.3626 0.5239 0.331
O 2.245 2.523 -1.357 -0.4431 -1.8911 1.2363 -0.704
H 3.138 2.627 -1.629 1.2245 0.5015 -0.9794 0.312
H 2.410 1.824 -0.638 -0.6989 1.2995 -1.0692 0.493
O -3.294 1.624 -0.907 1.0026 -0.5818 0.0803 -0.724
H -2.474 1.190 -1.259 -0.8219 1.0715 0.3401 0.250
H -3.165 1.549 0.054 -0.0955 0.1376 -0.3511 0.369
```
Forces are in eV/Å.

The total charge is 0. For the HOMO energy, the calculation gives -10.2 eV. The calculation puts the HOMO-LUMO gap at 10.2 eV. The calculation puts the energy relative to the best compared isomer or geometry (same formula, charge and spin) at 559.05 kJ/mol. The value obtained for the largest force on an atom is 0.1270 hartree/bohr.

Entry 4:
The following is a quantum chemistry calculation of a cluster of 11 separate species, C5H32N2O11 in total at a distorted geometry, from OMol25.

Geometry as XYZ:
```
50
Properties=species:S:1:pos:R:3:forces:R:3:mulliken_charge:R:1
O -2.555 -3.084 1.558 0.1325 0.3244 0.1903 -0.450
C -2.503 -2.518 0.503 0.0073 -1.0732 0.0168 -0.183
C -1.360 -1.551 0.161 -1.3003 0.3874 1.6426 0.362
C -2.034 -0.179 0.220 -1.2317 -0.0751 -1.7534 -1.308
C -1.304 1.047 -0.336 -0.1917 -0.6443 -0.6832 -0.590
C 0.668 1.933 0.967 -0.2190 -0.4803 0.1789 -0.349
N -0.555 1.630 0.782 -0.6822 0.9235 -0.2062 0.418
N -0.385 -1.652 1.273 1.8452 0.8879 0.8560 0.268
H -3.291 -2.719 -0.245 0.2254 0.4345 -0.1977 0.468
H -0.967 -1.783 -0.821 0.4318 0.1356 0.0874 0.371
H -2.930 -0.336 -0.396 0.2855 0.3109 -0.2825 0.643
H -2.522 0.055 1.167 0.5993 -0.2150 0.4543 0.537
H -2.047 1.723 -0.776 -0.1450 0.5196 1.1561 0.254
H -0.762 0.974 -1.282 0.7711 -0.8800 0.7722 0.193
H 0.874 2.484 1.875 0.2827 -0.1697 0.0195 0.413
H 1.477 1.601 0.343 -0.1289 0.0442 -0.2552 0.304
H -1.203 1.860 1.558 0.3395 0.3897 -0.1211 0.121
H 0.543 -2.019 1.028 -0.1311 -0.4289 -0.4877 0.279
H -0.680 -2.112 2.146 -0.8138 -0.7255 -0.6597 0.461
H -0.157 -0.737 1.684 -0.1863 0.1876 -0.3289 -0.194
H 0.097 -0.376 -5.230 -0.0194 0.1980 0.0820 0.311
H 0.817 -1.308 -4.306 -0.0713 0.0574 0.1884 0.288
O 0.344 -0.465 -4.298 0.0962 -0.1849 -0.3661 -0.611
H 1.518 1.460 -2.171 0.0878 -0.0357 -0.3532 0.289
H 0.760 2.384 -3.164 0.1098 -0.2214 0.0167 0.285
O 0.749 2.033 -2.264 0.0067 0.3394 0.0512 -0.597
H 4.461 0.443 -1.585 0.1262 -0.3497 -0.1747 0.297
H 3.772 -0.909 -2.039 0.4507 0.3395 -0.2519 0.310
O 3.777 -0.205 -1.382 -0.6943 -0.0004 0.3099 -0.668
H -1.352 -0.180 -3.297 0.2419 -0.4602 0.3743 0.260
H -2.811 -0.082 -3.423 -0.3362 -0.2743 0.4431 0.302
O -2.153 -0.378 -2.776 0.1182 0.5850 -0.8899 -0.519
H 2.601 -1.045 2.286 0.2185 0.0329 -0.0678 0.262
H 2.623 0.356 2.993 0.2496 -0.2885 0.1017 0.279
O 2.089 -0.250 2.471 -0.6085 0.5319 -0.0012 -0.536
H -1.617 0.871 3.749 0.1951 0.1522 0.1881 0.278
H -0.065 0.764 3.596 -0.1159 -0.0236 0.4043 0.275
O -0.905 0.380 3.324 0.0779 -0.3850 -0.3494 -0.574
H 2.880 -1.331 -0.084 0.1732 0.0374 0.1190 0.343
H 2.977 -2.832 0.280 -0.0662 0.1007 0.0163 0.270
O 2.477 -2.026 0.463 -0.0368 -0.1618 -0.0143 -0.605
H -0.281 -4.230 -1.013 -0.1853 0.1248 0.0757 0.292
H 0.669 -4.711 0.017 -0.0090 -0.0061 0.3690 0.265
O 0.037 -3.997 -0.130 0.2293 -0.3762 -0.5664 -0.536
H 1.215 3.595 -1.025 0.2555 0.0359 -0.2977 0.363
H 2.580 4.072 -0.432 0.0264 0.1536 -0.1674 0.313
O 1.676 3.836 -0.213 -0.2552 0.0845 0.4033 -0.629
H -3.155 2.873 2.613 0.0118 0.4613 0.1100 0.311
H -1.872 3.773 2.802 -0.4707 0.1003 0.0818 0.293
O -2.215 2.871 2.829 0.3037 -0.4205 -0.2334 -0.629
```
Forces are in eV/Å.

The total charge is +2. For the HOMO energy, the calculation gives -15.8 eV. The calculation puts the HOMO-LUMO gap at 10.2 eV. The calculation puts the energy relative to the best compared isomer or geometry (same formula, charge and spin) at 80.26 kJ/mol. The value obtained for the largest force on an atom is 0.0432 hartree/bohr.